No. 1
Entry from the Open Molecules 2025 dataset: C4H8N2O2S2 in the gas phase (ωB97M-V with the def2-TZVPD basis set).

Results
E_tot   -1213.417263 a.u.
Molar mass   180.3 g/mol
Highest occupied orbital energy (spin up / spin down)   -7.77 / -7.77 eV
Total charge   0
Energy above the lowest of the compared OMol25 structures with the same formula, charge and spin   129.73 kcal/mol
HOMO-LUMO gap (spin up / spin down)   5.95 / 5.95 eV

Element x y z (Å)
C 0.54 1.61 2.30
C 1.68 0.95 1.63
C -0.68 1.18 1.74
C -1.28 -1.51 -3.38
N 0.70 2.26 3.38
N 1.11 -0.04 0.72
O -0.04 -0.01 -1.61
O 1.09 -2.12 -2.13
S -0.48 0.04 0.47
S 0.42 -0.99 -2.76
H 2.38 1.70 1.17
H 2.54 0.45 2.32
H -1.61 1.87 1.89
H -1.13 -1.82 -4.40
H -1.56 -2.34 -2.73
H -1.82 -0.59 -3.29
H -0.17 2.66 3.69
H 1.54 -0.82 0.32

No. 2
Entry from the Open Molecules 2025 dataset: 2 unconnected molecules or ions with the total composition C4H8N2O3 (ωB97M-V with the def2-TZVPD basis set).

Results
E_tot   -492.254610 a.u.
Molar mass   132.1 g/mol
Highest occupied orbital energy   -9.49 eV
Total charge   0
Energy above the lowest of the compared OMol25 structures with the same formula, charge and spin   155.84 kcal/mol
HOMO-LUMO gap   9.47 eV

Element x y z (Å)
H -1.35 -1.08 -0.89
N -1.32 -1.11 0.21
C -1.12 0.07 0.68
C -0.96 1.38 0.01
C -1.32 1.26 -1.56
O -0.52 2.33 0.61
H -0.97 0.09 1.74
H -1.31 0.21 -1.84
H -0.55 1.84 -1.97
H -2.43 1.52 -1.63
C 1.73 -0.05 1.27
N 1.52 -0.97 0.39
O 1.24 -0.81 -0.77
O 1.59 -2.34 0.71
H 2.00 -0.34 2.26
H 2.05 0.86 0.85
H 1.71 -2.87 -0.07

No. 3
Entry from the Open Molecules 2025 dataset: C4H8N2O3 in the gas phase (ωB97M-V with the def2-TZVPD basis set).

Results
E_tot   -492.433621 a.u.
Molar mass   132.1 g/mol
Highest occupied orbital energy   -9.09 eV
Total charge   0
Energy above the lowest of the compared OMol25 structures with the same formula, charge and spin   43.51 kcal/mol
HOMO-LUMO gap   9.16 eV

Element x y z (Å)
N 1.96 -1.20 -1.33
C 1.27 0.04 -1.07
C -0.28 -0.29 -1.36
O -0.51 -0.86 -2.44
N -1.28 0.16 -0.54
C -0.93 0.93 0.65
C -0.59 0.12 1.93
O -0.20 -1.07 1.86
O -0.70 0.70 3.07
H 1.74 -1.63 -2.19
H 1.63 -1.90 -0.70
H 1.48 0.04 0.01
H 1.64 0.89 -1.61
H -2.06 -0.46 -0.64
H -1.79 1.60 0.87
H -0.10 1.48 0.48
H -1.27 1.45 3.00

No. 4
Entry from the Open Molecules 2025 dataset: C4H8N2O3 in the gas phase (ωB97M-V with the def2-TZVPD basis set).

Results
E_tot   -492.374783 a.u.
Molar mass   132.1 g/mol
Highest occupied orbital energy   -9.29 eV
Total charge   0
Energy above the lowest of the compared OMol25 structures with the same formula, charge and spin   80.43 kcal/mol
HOMO-LUMO gap   9.99 eV

Element x y z (Å)
C -2.37 -0.38 -0.28
O -1.12 0.06 -0.77
C -0.46 -0.85 -1.67
O -1.05 -1.64 -2.38
O 0.85 -0.46 -1.82
N 1.17 -0.82 -0.46
C 1.19 0.26 0.31
C 1.27 0.02 1.79
N 1.39 1.53 -0.15
H -2.47 -1.47 -0.30
H -2.44 -0.08 0.77
H -3.18 0.08 -0.85
H 2.32 -0.04 2.09
H 0.81 0.85 2.33
H 0.77 -0.92 2.05
H 1.75 2.23 0.48
H 1.55 1.62 -1.14

No. 5
Entry from the Open Molecules 2025 dataset: C4H8N2O3 in the gas phase (ωB97M-V with the def2-TZVPD basis set).

Results
E_tot   -492.356193 a.u.
Molar mass   132.1 g/mol
Highest occupied orbital energy   -9.52 eV
Total charge   0
Energy above the lowest of the compared OMol25 structures with the same formula, charge and spin   92.10 kcal/mol
HOMO-LUMO gap   9.76 eV

Element x y z (Å)
C 1.78 -1.00 1.53
C 0.73 -1.59 0.67
O -0.24 -0.60 0.25
C 0.05 0.03 -0.87
O 1.09 -0.06 -1.48
N -0.95 0.98 -1.13
C -2.12 1.28 -0.30
N -0.73 2.10 -1.93
O 0.21 2.01 -2.70
H 1.31 -0.62 2.46
H 2.46 -0.34 1.05
H 2.41 -1.88 1.87
H 1.14 -2.09 -0.23
H 0.07 -2.34 1.14
H -2.67 2.02 -1.00
H -1.80 1.75 0.69
H -2.74 0.38 -0.02

No. 6
Entry from the Open Molecules 2025 dataset: C4H8N2OS in the gas phase (ωB97M-V with the def2-TZVPD basis set).

Results
E_tot   -739.991192 a.u.
Molar mass   132.2 g/mol
Highest occupied orbital energy   -9.19 eV
Total charge   0
Energy above the lowest of the compared OMol25 structures with the same formula, charge and spin   107.19 kcal/mol
HOMO-LUMO gap   9.71 eV

Element x y z (Å)
H 1.53 1.28 -0.98
N 1.58 1.48 0.06
C 0.65 0.66 0.55
N 0.62 0.16 1.98
C -0.39 0.13 -0.22
O -1.41 1.11 0.04
C -0.93 -1.27 -0.15
C -0.41 -0.58 -1.52
S 1.33 -1.40 -1.90
H 1.26 0.98 2.30
H -0.29 0.61 2.32
H -1.53 2.05 -0.50
H -1.98 -1.54 0.26
H -0.28 -1.74 0.40
H -1.24 -0.51 -2.16
H 1.48 -1.43 -0.48

No. 7
Entry from the Open Molecules 2025 dataset: C4H8N2OS in the gas phase (ωB97M-V with the def2-TZVPD basis set).

Results
E_tot   -739.941403 a.u.
Molar mass   132.2 g/mol
Highest occupied orbital energy   -8.14 eV
Total charge   0
Energy above the lowest of the compared OMol25 structures with the same formula, charge and spin   138.44 kcal/mol
HOMO-LUMO gap   8.68 eV

Element x y z (Å)
O -2.48 -0.89 -0.21
N -2.82 0.38 -0.50
C -1.64 0.95 -0.36
N -0.41 0.26 -0.12
C 0.73 1.23 0.28
C 1.52 -0.12 0.52
S 3.09 0.01 -0.54
C 0.30 -0.96 0.00
H -3.34 -1.46 0.10
H -1.73 2.12 -0.64
H 0.45 1.72 1.33
H 0.99 1.93 -0.64
H 1.62 -0.52 1.49
H 3.15 -1.53 -0.75
H 0.04 -1.49 0.95
H 0.53 -1.65 -0.90

No. 8
Entry from the Open Molecules 2025 dataset: C4H8N2OS in the gas phase (ωB97M-V with the def2-TZVPD basis set).

Results
E_tot   -740.058603 a.u.
Molar mass   132.2 g/mol
Highest occupied orbital energy   -8.75 eV
Total charge   0
Energy above the lowest of the compared OMol25 structures with the same formula, charge and spin   64.89 kcal/mol
HOMO-LUMO gap   9.57 eV

Element x y z (Å)
C -0.53 -1.80 0.25
N -0.91 -0.72 -0.70
S -2.38 0.11 -0.35
C -1.76 1.58 0.49
C -0.34 1.67 0.03
O 0.43 2.53 0.38
N 0.15 0.52 -0.59
C 1.33 0.60 -1.35
H -1.29 -1.84 1.05
H -0.47 -2.64 -0.33
H 0.44 -1.41 0.61
H -1.85 1.45 1.52
H -2.17 2.51 0.13
H 0.96 0.28 -2.37
H 1.71 1.60 -1.21
H 2.16 -0.07 -1.04

Let's list largest force on an atom in order: 4.12; 3.69; 6.00; 3.51; 3.51; 5.74; 7.29; 4.49 eV/A.